The following is a quantum chemistry calculation of 2 unconnected molecules or ions with the total composition C4H12NS, from the OMol25 dataset.

Properties
Net charge: +1
E_LUMO: -3.477 eV
Orbital gap: 9.63 eV
Relative energy (zero: lowest compared OMol25 entry of this formula, charge and spin): 27.4 kcal per mole

Structure (XYZ):
```
18
Properties=species:S:1:pos:R:3:forces:R:3
S 2.1156 1.4841 -0.5242 0.07 0.03 0.15
N -0.6361 -0.6865 1.6439 -0.08 0.81 -0.14
C -2.6138 -0.8782 -1.0174 -0.15 0.29 -0.17
C -1.9843 -2.0393 -1.0500 0.13 -0.41 0.12
C 0.6116 1.0674 0.3862 -0.09 -0.02 0.10
C 0.6763 -0.3343 0.9682 -0.05 -0.07 -0.20
H -2.5022 -2.9674 -0.8448 -0.02 -0.03 -0.10
H -0.2519 1.1940 -0.2650 -0.07 -0.04 0.01
H -2.0988 0.0470 -1.2400 -0.01 0.11 -0.13
H -0.5504 -1.5173 2.2261 -0.15 -0.08 0.00
H -1.3897 -0.8082 0.9408 0.19 -0.37 -0.01
H 0.5215 1.7955 1.1955 0.05 0.06 -0.06
H 0.8413 -1.0796 0.1934 0.00 -0.05 0.04
H 1.8396 0.7218 -1.5871 0.00 -0.05 -0.09
H -0.9308 0.1089 2.2204 0.08 -0.27 0.20
H -0.9381 -2.1229 -1.3185 0.08 0.03 0.04
H 1.4600 -0.4199 1.7143 0.05 0.00 0.04
H -3.6832 -0.8176 -0.8738 -0.04 0.04 0.22
```
Forces are in eV/Å.

The following is a quantum chemistry calculation of a molecular structure, C4H12NS in a non-equilibrium geometry, from the OMol25 dataset.

Properties
Net charge: +1
E_LUMO: -4.307 eV
Orbital gap: 8.82 eV
Relative energy (zero: lowest compared OMol25 entry of this formula, charge and spin): 25.8 kcal per mole

Structure (XYZ):
```
18
Properties=species:S:1:pos:R:3:forces:R:3
S 1.2518 -0.0710 0.4243 0.90 -0.27 0.49
N -1.4855 0.8321 -0.1465 0.27 -0.15 -0.24
C -1.7679 0.6451 -1.5729 0.43 0.10 0.09
C 0.5520 -1.5625 1.1633 -0.06 0.05 -0.36
C -2.3191 1.3109 0.6706 -0.29 0.04 0.20
C 2.4348 -0.8751 -0.6865 -0.05 0.00 0.37
H -0.8796 0.9200 -2.1380 -0.04 0.18 0.01
H -0.2653 -1.2509 1.8125 0.05 -0.22 0.07
H -0.4447 0.5195 0.1175 -1.11 0.24 -0.41
H 1.9317 -1.3683 -1.5084 0.03 0.01 -0.19
H -1.9272 -0.4166 -1.7456 -0.23 -0.03 0.01
H -2.6196 1.2471 -1.8682 -0.09 -0.07 -0.09
H 0.1991 -2.2201 0.3694 -0.23 0.03 0.06
H -2.1178 1.3206 1.7338 0.29 0.17 0.01
H 3.1789 -0.1562 -1.0121 -0.13 0.12 -0.16
H 2.9375 -1.6074 -0.0578 0.08 -0.08 -0.13
H 1.3102 -2.1028 1.7132 0.11 0.06 0.33
H -3.2788 1.6953 0.3302 0.07 -0.16 -0.06
```
Forces are in eV/Å.

The following is a quantum chemistry calculation of 2 unconnected molecules or ions with the total composition C4H12NS2 in a non-equilibrium geometry, from the OMol25 dataset.

Properties
Net charge: +1
E_LUMO (spin up / spin down): -5.137 / -4.190 eV
Orbital gap (spin up / spin down): 7.61 / 8.18 eV
Relative energy (zero: lowest compared OMol25 entry of this formula, charge and spin): 73.5 kcal per mole

Structure (XYZ):
```
19
Properties=species:S:1:pos:R:3:forces:R:3
S -1.8297 -0.8560 3.9232 -0.71 0.26 -0.50
S -1.4491 -1.2202 2.0257 -0.14 0.38 -0.31
N -0.8762 -0.6102 -1.1278 -0.72 -0.61 2.46
C 0.7911 1.1484 -1.6592 -1.86 -1.12 -2.00
C -0.2965 1.0839 0.5904 -2.67 1.66 1.37
C 0.2415 0.3269 -0.5286 0.18 -0.78 -0.12
C 1.2602 -0.6206 -0.0585 -0.29 -0.21 0.80
H 1.6287 -1.1608 -0.8611 0.45 -1.62 -1.65
H -0.6798 -1.2959 4.3647 0.86 -0.27 0.66
H 2.1412 -0.1819 0.3155 0.77 0.97 0.91
H 0.0775 1.0384 -2.5281 0.91 0.56 0.54
H 0.8234 2.1459 -1.3824 0.12 2.02 0.31
H -1.6587 0.0036 -1.2230 -1.09 0.20 -0.36
H 1.7607 0.8219 -1.9718 0.51 -0.24 -0.17
H -0.6135 -0.9707 -1.9951 0.69 -0.42 -2.12
H 0.7540 -1.2051 0.6681 0.36 -1.04 0.85
H -1.2081 1.8077 0.5866 1.67 -1.53 -0.46
H -1.1983 -1.4854 -0.5921 0.74 1.85 -0.19
H 0.3317 1.2301 1.4535 0.22 -0.05 -0.01
```
Forces are in eV/Å.

The following is a quantum chemistry calculation of 3 unconnected molecules or ions with the total composition C4H12NS2 in a non-equilibrium geometry, from the OMol25 dataset.

Properties
Net charge: +1
E_LUMO: -8.167 eV
Orbital gap: 5.56 eV
Relative energy (zero: lowest compared OMol25 entry of this formula, charge and spin): 219.7 kcal per mole

Structure (XYZ):
```
19
Properties=species:S:1:pos:R:3:forces:R:3
S 0.9757 -1.7923 0.6697 0.72 -0.15 -1.20
S -1.9186 -0.0749 -0.1535 0.22 -0.94 2.77
N 0.7541 1.1415 1.0952 2.44 -1.23 0.41
C 1.0499 -0.6375 -0.6647 1.72 -0.73 0.85
C 1.1756 0.8585 -0.3026 -0.29 0.57 0.76
C 0.4081 1.8525 -1.1532 -0.61 0.54 0.51
C -1.7615 -1.7266 0.5408 0.43 0.41 -0.15
H 0.4415 2.8965 -0.7019 0.45 -1.34 -0.85
H 1.7231 -0.9829 -1.4988 -0.76 0.27 0.67
H 0.0336 -0.9597 -0.9764 -1.40 0.59 -0.39
H 2.2669 1.0307 -0.2282 -0.28 0.11 -0.24
H -1.1757 -2.3324 -0.1485 -0.03 -0.63 -0.47
H -0.2354 0.7281 1.3128 1.40 1.31 -1.02
H -2.7771 -2.0939 0.5255 -0.37 -0.66 0.06
H -0.5824 1.4897 -0.8553 -0.19 0.81 -1.03
H -1.3102 -1.9047 1.5309 -0.69 0.60 -0.15
H 0.5309 1.8150 -2.2495 0.09 0.06 0.65
H -0.9310 0.3040 1.7221 -2.33 -0.74 -1.99
H 1.3325 0.3885 1.5356 -0.50 1.15 0.83
```
Forces are in eV/Å.

The following is a quantum chemistry calculation of 2 unconnected molecules or ions with the total composition C4H12O in a non-equilibrium geometry, from the OMol25 dataset.

Properties
Net charge: 0
E_LUMO: 0.979 eV
Orbital gap: 11.26 eV
Relative energy (zero: lowest compared OMol25 entry of this formula, charge and spin): 17.5 kcal per mole

Structure (XYZ):
```
17
Properties=species:S:1:pos:R:3:forces:R:3
O -1.2599 -1.3554 -0.7371 0.26 0.35 0.24
C 2.9676 1.0470 -0.8943 0.56 0.17 -0.64
C 1.7383 0.6996 -0.0759 -0.25 0.41 0.25
C -1.6983 -1.1672 0.6310 1.01 -1.14 -0.44
C -2.9392 -0.3131 0.6990 -0.43 -0.10 -0.03
H -0.4160 -0.8965 -0.8557 -0.44 -0.12 0.02
H -2.8694 0.5014 1.4042 0.02 0.20 0.28
H -3.8349 -0.9044 0.9196 0.23 0.07 0.17
H 3.3365 0.2160 -1.4908 0.08 -0.31 0.25
H 3.8037 1.4277 -0.3135 0.00 -0.10 0.24
H -1.8828 -2.1793 0.9821 -0.38 -0.14 0.11
H -0.8281 -0.8824 1.2406 -0.41 0.63 -0.10
H 1.9212 0.6866 1.0004 0.19 -0.33 -0.10
H 2.7898 1.8079 -1.6501 -0.34 0.23 0.04
H -3.1201 0.1029 -0.2822 0.09 0.25 -0.27
H 0.9737 1.4636 -0.1909 -0.21 0.02 -0.17
H 1.3180 -0.2545 -0.3866 0.03 -0.07 0.15
```
Forces are in eV/Å.

The following is a quantum chemistry calculation of 2 unconnected molecules or ions with the total composition C4H12O in a non-equilibrium geometry, from the OMol25 dataset.

Properties
Net charge: 0
E_LUMO: 0.951 eV
Orbital gap: 11.29 eV
Relative energy (zero: lowest compared OMol25 entry of this formula, charge and spin): 13.2 kcal per mole

Structure (XYZ):
```
17
Properties=species:S:1:pos:R:3:forces:R:3
O 0.4616 1.1914 -1.1864 0.23 0.11 -0.15
C -0.5515 0.7647 -2.0996 0.05 0.61 0.07
C 0.5175 -1.8444 1.8347 -0.89 0.77 0.13
C -1.8373 1.5604 -1.9033 0.21 0.05 -0.12
C 1.5657 -0.9352 2.4822 0.51 -1.78 0.26
H 2.0606 -1.5410 3.2556 -0.06 0.21 0.06
H -0.7150 -0.2827 -1.8571 -0.07 -0.10 -0.21
H 1.1897 -0.0562 2.9908 -0.07 0.31 -0.42
H -0.2452 -2.1785 2.5445 0.29 -0.18 0.16
H -1.6694 2.6399 -1.9203 0.31 -0.05 0.17
H 0.9473 1.9361 -1.5664 -0.26 -0.21 0.11
H -2.5414 1.4021 -2.7232 -0.15 -0.42 0.24
H 2.3603 -0.7824 1.7532 -0.12 0.78 0.03
H -2.2368 1.2808 -0.9301 -0.39 0.16 -0.11
H -0.0773 -1.3016 1.0919 0.32 -0.06 -0.21
H 0.9757 -2.7107 1.3659 0.01 -0.04 -0.02
H -0.2047 0.8573 -3.1324 0.07 -0.17 0.01
```
Forces are in eV/Å.

The following is a quantum chemistry calculation of 2 unconnected molecules or ions with the total composition C4H12O in a non-equilibrium geometry, from the OMol25 dataset.

Properties
Net charge: 0
E_LUMO: 0.989 eV
Orbital gap: 11.26 eV
Relative energy (zero: lowest compared OMol25 entry of this formula, charge and spin): 20.3 kcal per mole

Structure (XYZ):
```
17
Properties=species:S:1:pos:R:3:forces:R:3
O -1.9568 1.0853 0.5078 0.09 0.00 0.26
C 0.2502 -1.8758 -1.5139 -0.66 -0.26 0.36
C -0.8601 1.4053 1.3835 -0.75 -0.25 -0.62
C 1.3441 -2.6186 -0.7479 -0.18 -0.14 0.12
C -0.0973 2.6333 0.9122 0.21 1.02 0.96
H -0.2350 0.5260 1.2780 0.37 -0.06 0.47
H 0.6223 -1.6381 -2.5086 -0.12 0.64 0.10
H 0.8337 2.3282 0.4322 -0.14 0.44 -0.11
H 0.0951 3.3403 1.7374 0.59 -0.73 0.19
H -2.1957 1.8961 0.0645 -0.27 0.21 -0.18
H -1.2320 1.4704 2.4190 0.18 0.14 -0.32
H 0.9581 -3.1281 0.1461 -0.01 -0.33 -0.53
H -0.1988 -1.0431 -0.9562 0.61 0.27 -0.35
H -0.6495 3.3726 0.3192 -0.27 -0.80 -0.66
H 1.8495 -3.2817 -1.4619 -0.16 -0.28 0.57
H 2.1182 -1.9859 -0.3278 0.12 0.53 -0.25
H -0.6460 -2.4864 -1.6839 0.38 -0.39 0.00
```
Forces are in eV/Å.

The following is a quantum chemistry calculation of 2 unconnected molecules or ions with the total composition C4H12O2 in a non-equilibrium geometry, from the OMol25 dataset.

Properties
Net charge: 0
E_LUMO: 0.599 eV
Orbital gap: 10.81 eV
Relative energy (zero: lowest compared OMol25 entry of this formula, charge and spin): 6.5 kcal per mole

Structure (XYZ):
```
18
Properties=species:S:1:pos:R:3:forces:R:3
O -0.7220 -2.6546 4.2928 -0.49 0.75 0.30
O 0.7750 1.4174 -2.2312 -0.09 0.21 0.19
C -0.0529 0.5020 -1.4999 0.99 -0.30 0.17
C 0.1256 0.6833 -0.0038 0.97 -0.16 1.48
C -1.4520 0.6414 -2.0101 -0.38 0.46 -0.88
C 1.3346 -0.1168 0.5707 -1.15 -0.31 -0.82
H 1.5066 0.0846 1.6186 0.21 0.31 0.15
H 0.3601 -0.4954 -1.7299 -0.48 -0.05 -0.04
H 2.2100 0.0846 -0.0396 0.36 0.01 0.20
H -2.0092 -0.2850 -1.9818 -0.11 -0.26 0.30
H 1.1106 -1.1817 0.4984 0.17 -0.12 -0.09
H 0.3337 1.7016 0.3180 -0.26 0.53 -0.67
H -2.0274 1.4253 -1.5143 0.13 -0.03 0.14
H -1.3950 0.9202 -3.0700 -0.02 -0.05 0.17
H -1.0643 -2.5006 3.4056 0.09 -0.14 -0.04
H -0.7513 0.4290 0.5799 -0.43 -0.35 -0.17
H -1.1482 -1.9423 4.8109 0.40 -0.61 -0.27
H 1.6262 1.4322 -1.7823 0.08 0.11 -0.13
```
Forces are in eV/Å.

The following is a quantum chemistry calculation of 2 unconnected molecules or ions with the total composition C4H12O2 in a non-equilibrium geometry, from the OMol25 dataset.

Properties
Net charge: 0
E_LUMO: 0.625 eV
Orbital gap: 10.68 eV
Relative energy (zero: lowest compared OMol25 entry of this formula, charge and spin): 25.6 kcal per mole

Structure (XYZ):
```
18
Properties=species:S:1:pos:R:3:forces:R:3
O -1.5983 -2.1684 2.1082 -2.40 -0.11 -0.88
O -1.0263 0.6487 2.1751 -0.59 -0.42 -0.50
C 1.8906 0.5633 -1.8604 -0.08 1.15 0.60
C -0.9755 0.6881 0.7301 -0.73 -0.32 0.32
C 0.4674 0.4676 -1.3640 -3.07 1.63 0.42
C 0.3987 0.2964 0.1605 -1.14 -3.31 -0.41
H -1.8520 -2.3116 1.1750 0.00 0.02 0.72
H 2.3947 -0.3290 -1.5088 0.29 -0.15 0.14
H 1.9092 0.5365 -2.9225 0.21 0.14 -1.00
H 0.5834 -0.8513 0.3257 -0.39 1.83 0.12
H -0.4382 1.3096 -1.5434 3.08 -1.35 -0.33
H -1.2946 1.6874 0.2845 0.40 -0.97 0.90
H 1.1913 0.7461 0.7024 0.69 0.93 0.35
H -1.6498 -0.1062 2.3493 1.12 1.05 0.18
H -1.7739 -0.0540 0.4961 0.65 0.56 -1.00
H -0.6737 -2.2037 2.0775 2.29 0.00 0.16
H 0.0028 -0.3785 -1.8893 0.08 -0.08 0.42
H 2.4441 1.4587 -1.4961 -0.42 -0.60 -0.22
```
Forces are in eV/Å.

The following is a quantum chemistry calculation of 2 unconnected molecules or ions with the total composition C4H12O2 in a non-equilibrium geometry, from the OMol25 dataset.

Properties
Net charge: 0
E_LUMO: 0.986 eV
Orbital gap: 10.43 eV
Relative energy (zero: lowest compared OMol25 entry of this formula, charge and spin): 40.8 kcal per mole

Structure (XYZ):
```
18
Properties=species:S:1:pos:R:3:forces:R:3
O 0.0918 -3.9589 -12.6697 0.61 -0.43 0.38
O -1.7583 -7.0327 -12.9399 0.06 0.17 0.93
C -0.5475 -2.9595 -11.9439 -0.96 0.45 0.13
C 1.4668 -3.6889 -12.7564 0.51 0.10 -0.76
C -2.1190 -5.8136 -12.3036 -0.20 0.01 -0.02
C -2.3561 -7.1627 -14.1947 -0.10 0.14 -0.75
H -1.6188 -6.8770 -14.9638 -0.33 -0.05 -0.02
H -0.1016 -2.7715 -10.9528 0.03 -0.16 -0.23
H 1.5869 -2.7408 -13.3071 0.30 -0.14 0.13
H 1.9553 -4.4938 -13.3310 -0.31 0.30 0.26
H -2.6799 -8.1996 -14.3857 0.19 0.33 0.25
H -1.5916 -3.2863 -11.8038 0.40 0.31 0.03
H -3.1750 -5.8554 -11.9879 0.15 0.02 -0.04
H -0.5480 -2.0153 -12.5142 -0.01 -0.06 0.20
H -1.4918 -5.6440 -11.4123 -0.16 -0.30 -0.52
H -1.9909 -4.9609 -12.9914 0.00 -0.36 0.24
H 1.9733 -3.5958 -11.7810 -0.33 -0.07 -0.10
H -3.2322 -6.4985 -14.2834 0.15 -0.27 -0.08
```
Forces are in eV/Å.

The following is a quantum chemistry calculation of a molecular structure, C4H12O2P2S3 in a non-equilibrium geometry, from the OMol25 dataset.

Properties
Net charge: 0
E_LUMO: -1.740 eV
Orbital gap: 7.16 eV
Relative energy (zero: lowest compared OMol25 entry of this formula, charge and spin): 63.0 kcal per mole

Structure (XYZ):
```
23
Properties=species:S:1:pos:R:3:forces:R:3
S 3.3202 1.8383 1.1526 0.04 -0.29 -0.76
S 3.5356 0.8036 -0.4455 0.40 0.98 0.84
S -0.8367 -1.1744 -1.1368 -0.18 0.39 -0.11
P -2.6674 1.2488 -1.1644 0.37 -0.15 1.02
P 1.0909 -0.5250 -0.5000 -0.64 -0.69 0.38
O -1.6270 0.1255 -1.8275 0.30 -0.27 -0.39
O 4.2970 -0.4227 -0.2524 0.01 -0.09 -0.13
C 0.9062 -0.7444 1.3307 0.07 0.17 -0.22
C -3.3224 0.3180 0.3067 0.28 0.20 -0.39
C 1.9125 -2.1196 -0.9178 -0.17 0.09 -0.07
C -1.4500 2.3059 -0.2402 -0.15 -0.37 -0.32
H 1.3070 -2.9580 -0.5736 0.04 -0.07 0.00
H -0.7584 1.6914 0.3443 -0.10 0.04 0.03
H 0.8416 -1.8041 1.5743 -0.03 0.01 0.04
H -4.0468 0.9468 0.8201 -0.08 0.06 0.03
H 0.0035 -0.2383 1.6748 0.04 -0.01 -0.05
H -2.5187 0.0572 0.9994 -0.08 -0.02 -0.04
H -0.8717 2.8989 -0.9453 0.01 0.07 -0.04
H 2.8922 -2.1484 -0.4441 -0.07 -0.05 0.04
H -1.9860 2.9783 0.4245 -0.07 0.09 0.11
H 1.7594 -0.3012 1.8452 0.06 -0.09 0.05
H -3.8189 -0.5925 -0.0276 -0.05 0.01 0.01
H 2.0378 -2.1843 -1.9972 0.00 -0.01 -0.01
```
Forces are in eV/Å.

The following is a quantum chemistry calculation of 2 unconnected molecules or ions with the total composition C4H12O2S in a non-equilibrium geometry, from the OMol25 dataset.

Properties
Net charge: +1
E_LUMO (spin up / spin down): -3.963 / -8.927 eV
2S+1: 2
Orbital gap (spin up / spin down): 10.02 / 5.03 eV
Relative energy (zero: lowest compared OMol25 entry of this formula, charge and spin): 4.9 kcal per mole

Structure (XYZ):
```
19
Properties=species:S:1:pos:R:3:forces:R:3
S -1.1778 -1.4842 2.3848 -0.32 0.09 -0.55
O 2.6875 -1.1791 1.2274 -0.38 -0.15 -0.14
O 1.3742 1.6083 -1.0113 0.11 -0.12 -0.31
C -0.7871 0.4975 -1.1260 0.38 0.39 -0.01
C -1.5290 -1.1397 0.6309 0.18 -0.12 0.84
C -0.4796 -0.0400 0.2767 0.10 -0.70 -0.18
C -0.0022 1.7841 -1.3851 1.06 -0.62 -0.19
H -0.4563 -0.2343 -1.8670 -0.33 -0.11 0.06
H -1.3728 -2.0769 0.1204 0.01 -0.08 -0.43
H -0.0542 2.0226 -2.4409 -0.24 0.14 -0.21
H 0.5001 -0.5398 0.2669 -0.17 0.46 0.17
H -0.4771 -2.6189 2.1884 0.13 -0.02 0.08
H -0.3743 2.6203 -0.8228 -0.30 0.34 0.36
H 2.2537 -1.0951 2.0805 0.29 0.14 0.17
H -1.8467 0.7171 -1.2341 -0.15 -0.12 -0.15
H 1.9430 1.5044 -1.7949 -0.51 0.11 0.43
H -0.4976 0.7495 1.0300 0.05 0.10 -0.09
H -2.5655 -0.8178 0.5410 0.04 0.17 0.13
H 2.8619 -0.2780 0.9352 0.07 0.08 0.03
```
Forces are in eV/Å.

Question: Number 6 is which compound?
Answer: C4H12O

Question: The highest relative energy (zero: lowest compared OMol25 entry of this formula, charge and spin) belongs to which entry?
Answer: number 4